Entry i
ORCA calculation (ωB97M-V/def2-TZVPD) on an isolated molecule of C6H12O.

Geometry as XYZ:
```
19
C6H12O (ωB97M-V/def2-TZVPD)
C -0.26 -2.41 0.89
C -0.31 -1.39 -0.24
C 0.62 -0.21 0.01
C 0.69 0.81 -1.15
C 0.18 2.12 -0.53
C -0.61 1.60 0.67
O 0.17 0.52 1.15
H 0.73 -2.87 0.95
H -0.45 -1.91 1.85
H -1.00 -3.21 0.77
H -0.05 -1.87 -1.20
H -1.34 -1.01 -0.36
H 1.62 -0.59 0.27
H 1.70 0.90 -1.55
H 0.04 0.49 -1.98
H -0.42 2.72 -1.22
H 1.02 2.73 -0.18
H -0.72 2.32 1.48
H -1.61 1.26 0.36
```

Calculated values
Total charge   0
2S+1   1
HOMO energy   -9.61 eV

Löwdin population analysis, charges in e, atoms 1 to 5: -0.10 -0.22 -0.35 -0.13 -0.16


Entry ii
ORCA calculation (ωB97M-V/def2-TZVPD) on a cluster of 2 separate species, C6H12O in total.

Geometry as XYZ:
```
19
C6H12O (ωB97M-V/def2-TZVPD)
C 0.21 2.39 1.14
C 0.55 1.25 0.14
C -0.27 -0.02 0.24
C -0.08 -0.83 -1.69
C -0.63 -2.03 -1.41
C 0.12 -1.22 1.03
O -0.24 -0.62 2.14
H 0.85 3.24 0.90
H -0.83 2.75 1.04
H 0.36 2.07 2.18
H 0.43 1.65 -0.88
H 1.60 0.91 0.15
H -1.37 -0.02 0.19
H 1.00 -0.69 -1.76
H -0.68 -0.03 -2.11
H -1.71 -2.16 -1.44
H -0.40 -2.14 0.49
H -0.07 -2.95 -1.37
H 1.15 -1.55 1.00
```

Calculated values
Total charge   0
2S+1   1
HOMO energy (spin up / spin down)   -8.56 / -8.56 eV

Löwdin population analysis, charges in e, atoms 1 to 5: -0.09 -0.23 -0.12 -0.12 -0.06


In order of decreasing stability: entry i, entry ii.


Entry i
ORCA calculation (ωB97M-V/def2-TZVPD) on an isolated molecule of C6H12O.

Geometry as XYZ:
```
19
C6H12O (ωB97M-V/def2-TZVPD)
C -0.72 -1.27 1.96
C -0.63 -0.33 0.79
O 0.07 0.77 1.39
C 0.20 -0.87 -0.37
C 0.06 -0.53 -1.83
C 1.01 0.26 -0.99
C 0.28 1.88 -0.74
H -1.22 -2.21 1.72
H -1.24 -0.75 2.77
H 0.30 -1.46 2.29
H -1.61 0.00 0.42
H 0.90 0.79 0.90
H 0.59 -1.88 -0.20
H -0.78 0.06 -2.18
H 0.40 -1.28 -2.55
H 2.09 0.01 -1.12
H -0.56 2.16 -0.04
H -0.15 2.00 -1.72
H 1.02 2.65 -0.49
```

Calculated values
Total charge   0
2S+1   1
HOMO energy   -9.50 eV

Löwdin population analysis, charges in e, atoms 1 to 5: -0.06 -0.42 -0.13 -0.22 -0.12


Entry ii
ORCA calculation (ωB97M-V/def2-TZVPD) on an isolated molecule of C6H12O.

Geometry as XYZ:
```
19
C6H12O (ωB97M-V/def2-TZVPD)
C -1.03 0.43 -1.89
C -0.30 -0.42 -1.15
O -0.72 -1.65 -0.78
C 1.12 -0.16 -0.68
C 1.39 -0.46 0.80
C 0.48 0.46 1.63
C -0.97 0.44 1.09
H -2.05 0.17 -2.18
H -0.55 1.27 -2.37
H -1.12 0.67 -0.06
H -1.58 -1.79 -1.20
H 1.72 -0.80 -1.33
H 1.36 0.88 -0.89
H 1.18 -1.51 1.02
H 2.45 -0.30 1.03
H 0.87 1.49 1.56
H 0.55 0.19 2.70
H -1.54 1.28 1.46
H -1.45 -0.50 1.41
```

Calculated values
Total charge   0
2S+1   1
HOMO energy   -8.02 eV

Löwdin population analysis, charges in e, atoms 1 to 5: 0.00 -0.50 0.06 -0.13 -0.20


In order of decreasing stability: entry ii, entry i.


Entry i
ORCA calculation (ωB97M-V/def2-TZVPD) on a cluster of 9 separate species, C30H81N3O18 in total.

Geometry as XYZ:
```
132
C30H81N3O18 (ωB97M-V/def2-TZVPD)
C -0.54 -2.23 2.42
O 0.52 -1.30 2.23
C 0.05 0.03 1.84
C -0.30 0.16 0.34
N 0.81 -0.42 -0.52
C 0.55 -0.23 -1.96
C -0.85 -0.62 -2.41
O -1.77 0.50 -2.31
C -1.46 1.62 -3.23
H -1.32 -2.06 1.67
H -0.95 -2.24 3.43
H -0.09 -3.23 2.38
H 0.86 0.71 2.12
H -0.75 0.38 2.50
H -0.38 1.22 0.11
H -1.26 -0.35 0.23
H 0.92 -1.41 -0.31
H 1.30 -0.81 -2.50
H 0.68 0.75 -2.42
H -1.34 -1.45 -1.91
H -0.84 -1.10 -3.39
H -0.74 2.25 -2.72
H -2.41 2.16 -3.26
H -1.11 1.38 -4.23
C -1.19 5.00 0.74
O -2.20 4.60 1.63
C -2.73 3.30 1.48
C -4.26 3.21 2.03
N -4.93 1.86 1.64
C -4.46 0.75 2.41
C -5.25 -0.55 2.01
O -4.35 -1.42 1.38
C -4.10 -1.04 0.08
H -1.54 4.89 -0.28
H -0.40 4.26 0.85
H -0.70 5.95 0.96
H -2.01 2.60 1.91
H -2.86 3.04 0.43
H -4.72 4.00 1.45
H -4.14 3.66 3.02
H -5.85 1.95 1.22
H -4.40 1.03 3.47
H -3.43 0.48 2.20
H -6.10 -0.36 1.35
H -5.75 -0.84 2.94
H -3.12 -1.41 -0.21
H -4.02 0.04 -0.08
H -4.90 -1.44 -0.56
C 4.77 -1.90 -3.29
O 4.01 -1.40 -2.21
C 4.09 -0.01 -2.02
C 3.45 0.77 -3.26
N 2.77 2.01 -3.01
C 3.20 2.91 -2.06
C 2.01 3.83 -1.63
O 1.84 4.76 -2.71
C 0.60 5.38 -2.84
H 4.24 -1.83 -4.24
H 5.13 -2.88 -2.99
H 5.71 -1.37 -3.45
H 5.14 0.30 -1.96
H 3.50 0.30 -1.16
H 2.84 0.12 -3.88
H 4.26 0.91 -3.98
H 2.44 2.45 -3.86
H 3.98 3.59 -2.37
H 3.67 2.39 -1.22
H 2.24 4.39 -0.73
H 1.14 3.21 -1.44
H 0.46 5.77 -1.83
H -0.18 4.67 -3.13
H 0.67 6.17 -3.59
C -2.80 -2.17 -5.43
C -1.62 -2.92 -6.00
O -1.61 -4.25 -5.42
O -2.90 -1.04 -6.23
H -2.69 -1.83 -4.40
H -3.66 -2.83 -5.42
H -0.69 -2.35 -5.92
H -1.68 -3.22 -7.04
H -0.75 -4.63 -5.62
H -3.49 -1.24 -6.96
C 0.47 0.93 5.91
C 0.96 -0.51 6.09
O 0.23 -1.17 7.14
O -0.87 0.87 5.28
H 1.10 1.55 5.28
H 0.31 1.46 6.86
H 2.05 -0.54 6.11
H 0.58 -0.98 5.18
H -0.66 -0.87 6.95
H -1.16 1.78 5.22
C 5.27 -1.11 3.64
C 4.02 -0.90 2.73
O 2.95 -0.01 3.27
O 5.76 0.16 3.97
H 5.97 -1.78 3.13
H 5.09 -1.67 4.56
H 3.59 -1.88 2.49
H 4.32 -0.49 1.77
H 2.18 -0.22 2.73
H 5.08 0.69 3.55
C -4.85 4.39 -2.56
C -5.02 2.93 -2.08
O -6.33 2.50 -2.22
O -5.43 5.42 -1.84
H -5.30 4.51 -3.55
H -3.82 4.73 -2.71
H -4.68 2.68 -1.07
H -4.42 2.44 -2.85
H -6.38 2.16 -3.12
H -6.33 5.14 -1.64
C 2.55 -4.63 3.51
C 2.53 -3.92 4.82
O 3.59 -4.14 5.72
O 3.83 -4.59 2.95
H 1.91 -4.21 2.73
H 2.17 -5.65 3.61
H 1.56 -4.06 5.29
H 2.73 -2.88 4.54
H 3.43 -4.90 6.28
H 4.27 -5.14 3.60
C 2.61 -3.82 -0.50
C 2.25 -4.27 -1.91
O 1.25 -5.24 -1.78
O 3.47 -4.81 0.15
H 1.70 -3.60 0.06
H 3.13 -2.86 -0.52
H 3.07 -4.86 -2.31
H 1.75 -3.46 -2.44
H 1.77 -6.04 -1.88
H 3.51 -4.45 1.03
```

Calculated values
Total charge   0
2S+1   1
HOMO energy   -8.42 eV

Löwdin population analysis, charges in e, atoms 1 to 5: -0.07 -0.23 -0.18 -0.15 0.00


Entry ii
ORCA calculation (ωB97M-V/def2-TZVPD) on a cluster of 9 separate species, C30H81N3O18 in total.

Geometry as XYZ:
```
132
C30H81N3O18 (ωB97M-V/def2-TZVPD)
C 0.26 1.16 -4.14
O -0.66 1.93 -3.38
C -0.54 1.85 -1.99
C -1.62 2.76 -1.39
N -2.94 2.31 -1.84
C -4.00 3.31 -1.76
C -4.55 3.51 -0.35
O -3.63 4.04 0.60
C -3.08 5.27 0.24
H 1.13 0.83 -3.56
H 0.62 1.77 -4.97
H -0.23 0.29 -4.57
H 0.34 2.34 -1.54
H -0.62 0.85 -1.56
H -1.49 3.76 -1.83
H -1.60 2.91 -0.31
H -2.81 1.88 -2.74
H -4.90 3.05 -2.33
H -3.65 4.17 -2.35
H -4.77 2.50 0.00
H -5.48 4.09 -0.36
H -3.69 5.92 -0.38
H -2.07 5.29 -0.19
H -2.86 5.86 1.14
C -5.59 5.54 3.10
O -4.25 5.28 3.37
C -3.99 4.47 4.52
C -2.95 3.42 4.17
N -3.67 2.39 3.43
C -2.79 1.34 2.91
C -2.45 0.33 4.00
O -1.75 -0.77 3.43
C -1.13 -1.61 4.37
H -6.02 6.23 3.84
H -6.24 4.65 3.16
H -5.82 5.95 2.12
H -4.93 4.01 4.86
H -3.72 5.15 5.33
H -2.55 3.03 5.11
H -2.16 3.95 3.62
H -4.01 2.87 2.60
H -1.92 1.73 2.36
H -3.36 0.80 2.16
H -3.43 -0.03 4.33
H -1.85 0.71 4.84
H -0.77 -2.53 3.92
H -1.79 -1.72 5.24
H -0.22 -1.20 4.84
C -2.85 -7.16 -1.27
O -2.89 -6.27 -2.35
C -1.92 -6.55 -3.38
C -0.56 -5.97 -3.09
N -0.51 -4.55 -3.44
C 0.74 -3.87 -3.08
C 0.86 -2.59 -3.92
O 1.83 -1.71 -3.38
C 3.17 -2.02 -3.55
H -1.96 -7.20 -0.64
H -3.02 -8.17 -1.69
H -3.70 -6.98 -0.61
H -2.43 -6.23 -4.28
H -1.82 -7.64 -3.37
H 0.06 -6.53 -3.80
H -0.16 -6.15 -2.08
H -1.31 -4.10 -3.00
H 1.54 -4.60 -3.13
H 0.58 -3.53 -2.04
H -0.04 -1.98 -3.90
H 1.03 -2.74 -4.99
H 3.88 -1.32 -3.11
H 3.57 -2.06 -4.58
H 3.43 -2.98 -3.08
C -1.96 -1.84 -2.09
C -2.97 -1.06 -1.27
O -3.97 -0.47 -2.11
O -2.38 -3.09 -2.63
H -1.13 -2.11 -1.43
H -1.57 -1.21 -2.90
H -2.46 -0.20 -0.81
H -3.44 -1.64 -0.47
H -4.08 0.44 -1.80
H -3.28 -2.98 -2.95
C 1.15 2.02 3.11
C 1.25 2.74 4.47
O 2.23 3.75 4.48
O 0.52 2.80 2.11
H 0.75 1.02 3.28
H 2.18 1.76 2.84
H 1.57 1.90 5.11
H 0.27 3.04 4.84
H 1.76 4.56 4.70
H 1.05 3.61 2.08
C 2.77 -2.58 2.61
C 3.65 -1.46 3.11
O 4.78 -1.96 3.86
O 2.34 -3.40 3.72
H 3.20 -3.31 1.92
H 1.84 -2.12 2.27
H 3.14 -0.88 3.87
H 3.93 -0.82 2.27
H 5.41 -2.43 3.29
H 3.04 -3.37 4.39
C 4.71 2.46 -2.32
C 3.43 1.84 -2.84
O 3.43 2.01 -4.28
O 5.81 1.60 -2.53
H 4.45 2.68 -1.27
H 4.82 3.48 -2.70
H 2.58 2.36 -2.40
H 3.34 0.77 -2.66
H 4.35 1.96 -4.56
H 6.48 1.78 -1.87
C 1.24 -0.22 0.35
C 0.11 -1.16 0.05
O -1.05 -0.75 0.76
O 2.44 -0.58 -0.32
H 1.49 -0.05 1.40
H 1.05 0.81 0.02
H 0.24 -2.21 0.31
H -0.03 -1.09 -1.03
H -0.97 -0.93 1.70
H 2.23 -0.65 -1.26
C 5.51 -1.69 0.04
C 6.34 -1.96 -1.20
O 7.69 -1.52 -1.02
O 6.22 -2.18 1.21
H 4.56 -2.21 0.03
H 5.32 -0.64 0.29
H 5.81 -1.54 -2.06
H 6.42 -3.04 -1.35
H 7.94 -1.09 -1.84
H 7.05 -1.69 1.14
```

Calculated values
Total charge   0
2S+1   1
HOMO energy   -8.09 eV

Löwdin population analysis, charges in e, atoms 1 to 5: -0.07 -0.16 -0.22 -0.17 -0.07


In order of decreasing stability: entry ii, entry i.


Entry i
ORCA calculation (ωB97M-V/def2-TZVPD) on an isolated molecule of C4H6ClN.

Geometry as XYZ:
```
12
C4H6ClN (ωB97M-V/def2-TZVPD)
C 0.70 -1.18 -0.29
C -0.17 -0.11 0.42
C 0.33 1.25 0.10
C 0.72 2.37 -0.14
H 2.32 -1.11 1.01
H 2.55 -0.19 -0.34
H 0.56 -1.10 -1.37
H 0.31 -2.17 -0.05
H -0.15 -0.22 1.56
H 1.03 3.39 -0.31
N 2.17 -1.07 0.00
Cl -1.84 -0.30 -0.06
```

Calculated values
Total charge   0
2S+1   1
HOMO energy   -9.70 eV

Löwdin population analysis, charges in e, atoms 1 to 5: -0.31 -0.77 -0.19 0.12 0.06


Entry ii
ORCA calculation (ωB97M-V/def2-TZVPD) on an isolated molecule of C4H6ClN.

Geometry as XYZ:
```
12
C4H6ClN (ωB97M-V/def2-TZVPD)
C 0.08 -0.69 1.19
C -0.44 -0.11 -0.15
C -0.08 1.24 -0.57
C 0.08 -1.06 -1.10
H 1.15 -0.45 1.27
H -0.42 -0.31 2.02
H 0.01 -1.81 1.22
H -1.49 -0.12 -0.24
H -0.81 1.87 -0.16
H 0.01 1.32 -1.72
N 0.40 -1.79 -1.94
Cl 1.49 1.91 0.18
```

Calculated values
Total charge   0
2S+1   1
HOMO energy   -11.21 eV

Löwdin population analysis, charges in e, atoms 1 to 5: -0.06 -0.44 -0.48 -0.24 0.06


In order of decreasing stability: entry ii, entry i.